1.
DFT (the ωB97M-V functional and the def2-TZVPD basis) results for a structure of composition C28H39N2O6S2Y at a distorted geometry.

The geometry in XYZ format:
```
78
Properties=species:S:1:pos:R:3:forces:R:3:lowdin_charge:R:1
Y -1.387509 -0.347784 -0.143985 -0.352 0.537 -1.007 1.346
S -0.177883 1.598696 1.611567 -0.119 -0.500 -0.375 0.728
S 0.465673 -1.803294 1.191227 0.738 1.133 0.273 0.703
O -5.311688 1.071210 -1.808555 0.011 0.908 0.065 -0.204
O -3.348479 0.754759 -0.117460 -0.674 1.501 0.819 -0.346
O -1.776972 -2.159433 -1.466806 -0.246 -0.447 1.735 -0.155
O -0.413565 -0.715485 -4.288909 -1.085 0.510 2.129 0.096
O -1.077087 0.151313 -2.257879 0.088 -0.701 0.372 -0.177
O -2.974351 -1.725382 1.107212 -0.559 0.444 -0.224 -0.317
N 2.262765 1.451784 2.646658 -0.127 -2.020 -0.434 -0.086
N 2.912428 -0.799864 0.990946 -0.067 0.532 1.548 -0.081
C -2.988538 -3.154112 1.184357 -0.162 -0.387 -1.412 -0.056
C 4.556509 -3.801318 -2.473860 -1.027 0.583 -0.816 -0.052
C -4.317720 -1.240484 0.902766 -0.517 2.290 0.433 -0.127
C 3.188728 4.253151 4.873689 0.271 -1.378 -1.716 -0.024
C 4.397899 -3.570742 -1.145088 0.818 -0.968 2.188 -0.048
C -3.198039 -2.087027 -3.482940 0.413 1.562 -0.066 0.012
C -4.271219 0.347075 0.974868 -0.296 -1.488 -1.648 -0.079
C 2.781602 3.681239 3.667251 -1.215 0.396 -0.616 -0.228
C 3.966255 0.210395 1.321357 0.666 0.450 -0.198 -0.065
C 2.930232 4.366527 2.436891 -0.018 -0.795 1.330 -0.046
C 3.819953 -3.059029 -3.417714 1.579 -1.446 0.055 -0.065
C 3.394658 -2.172878 0.753473 0.617 -1.569 1.088 -0.135
C 3.982912 5.388359 4.790528 -0.441 -0.001 1.654 -0.068
C 4.174747 6.052099 3.610489 -0.110 -0.469 -0.823 -0.058
C 1.655769 -0.529092 1.311198 0.426 -0.664 -0.442 -0.582
C 3.579084 -2.534973 -0.690758 -1.245 0.922 -1.152 -0.210
C 1.945595 2.406273 3.701444 -1.890 1.498 0.700 -0.130
C -6.239525 1.177855 -2.891685 0.736 -0.061 -0.923 -0.067
C -1.010077 -0.768658 -3.212960 1.140 -1.008 -1.922 -0.518
C -1.154129 -3.476114 -3.376119 0.960 2.360 -0.067 0.032
C 3.645871 5.536961 2.417494 0.638 0.382 -0.310 -0.059
C -4.885778 2.336596 -1.331931 -1.129 0.481 0.639 -0.212
C 2.854163 -1.820268 -1.652371 0.187 -0.457 -0.796 -0.033
C 2.954417 -2.111914 -3.031276 -0.214 0.879 1.759 -0.070
C -3.526975 2.202036 -0.669788 -0.486 -1.724 1.297 -0.041
C 3.643079 0.884353 2.647151 -0.075 -0.345 0.559 -0.073
C -1.764624 -2.105591 -2.886583 -0.499 -0.330 -2.009 -0.453
C 1.309164 0.873842 1.884169 1.187 0.087 0.488 -0.639
H 4.383179 -2.281748 1.262448 -0.724 0.370 -0.275 0.145
H -4.725925 -1.555183 -0.059276 0.306 0.028 -0.189 0.139
H 3.894139 5.986142 1.453513 -0.320 0.206 0.389 0.118
H -1.325408 -2.963396 -1.184663 -0.075 -0.210 -0.057 0.098
H -4.806494 3.046098 -2.171926 0.130 -0.087 0.260 0.135
H -1.575475 -3.867435 -4.280391 -0.167 0.293 -0.645 0.095
H 2.014028 1.992896 4.731914 0.335 -0.496 -0.816 0.145
H 4.972577 -0.276451 1.414589 -1.139 0.213 -0.175 0.156
H 2.942683 3.647645 5.738601 0.429 0.582 0.474 0.115
H -3.479656 2.875554 0.203330 0.440 -0.224 -0.528 0.140
H -3.511036 -3.106116 -3.414827 -0.810 -0.535 -0.025 0.072
H -1.361869 -4.216200 -2.649515 -0.206 -0.846 1.025 0.076
H -6.336575 0.164053 -3.279827 0.173 0.163 -0.276 0.090
H 2.194703 -1.004153 -1.431857 -0.201 0.330 0.573 0.088
H 2.440023 -1.549889 -3.774318 -0.559 0.474 -0.229 0.105
H -7.224675 1.464358 -2.592425 -0.626 0.466 0.570 0.082
H 4.052560 0.926374 0.493526 -0.191 -0.106 0.158 0.149
H 4.755715 6.946401 3.615224 0.339 0.426 -0.156 0.109
H 4.416600 5.746091 5.717043 0.003 0.283 -0.129 0.118
H 5.195161 -4.587226 -2.769325 0.639 -0.649 -0.479 0.104
H -0.081399 -3.342758 -3.488514 0.152 -0.296 -0.100 0.090
H -2.056184 -3.487382 1.591155 0.636 -0.125 0.072 0.078
H -3.927270 -1.390695 -2.958351 0.972 -0.700 -0.685 0.100
H -3.949298 0.710214 1.941136 0.392 0.089 0.182 0.130
H -3.760364 -3.434175 1.862111 -0.634 -0.377 0.519 0.096
H -2.711874 2.269200 -1.365394 0.426 0.184 -0.194 0.115
H 3.983198 -3.209783 -4.456325 0.108 -0.357 -0.726 0.110
H -3.194731 -3.615891 0.171228 0.239 0.538 1.079 0.125
H 0.823318 2.629362 3.604530 1.705 -0.103 -0.010 0.103
H -5.038715 -1.583686 1.668033 0.687 -0.057 -0.009 0.150
H 2.728689 -2.896689 1.309401 0.482 0.841 -0.756 0.111
H 4.322810 1.709004 2.915985 -0.193 -0.203 -0.554 0.148
H 3.799772 0.133434 3.454585 -0.587 0.416 -0.245 0.155
H -5.268585 0.752064 0.749532 0.323 -0.261 0.031 0.137
H 4.940173 -4.271382 -0.429778 -0.708 1.232 -0.792 0.148
H -3.073325 -1.819327 -4.577989 -0.358 -0.221 1.317 0.132
H 2.443326 3.955554 1.567223 0.183 -0.030 -0.379 0.105
H -5.888811 1.903575 -3.684881 -0.186 -0.891 0.769 0.117
H -5.602309 2.840429 -0.573594 0.665 -1.060 -1.163 0.159
```
Forces are in eV/Å.

Its frontier orbital gap is 6.535 eV. The calculation puts the energy above the lowest of the compared OMol25 structures with the same formula, charge and spin at 32.27 kcal per mole. As for the net charge: +2.


2.
DFT (the ωB97M-V functional and the def2-TZVPD basis) results for a cluster of 12 separate species, H24O12 in total at a distorted geometry.

The geometry in XYZ format:
```
36
Properties=species:S:1:pos:R:3:forces:R:3:mulliken_spin:R:1
O -1.088265 1.068479 0.127080 -0.097 -0.029 -1.188 0.650
O 1.021589 -0.476154 1.638206 0.125 0.550 -0.682 0.420
O -2.635378 -2.602671 0.733546 0.373 0.667 -1.476 0.113
O -1.670132 -1.764972 -1.685397 -0.032 -0.612 -1.364 0.140
O -0.094734 -2.782117 0.356195 2.066 -2.664 -2.536 -0.084
O -0.961940 1.758658 3.396459 1.406 -1.019 -1.528 0.004
O 2.138513 -0.151446 3.910705 -0.252 1.342 0.733 -0.222
O 0.451651 1.625157 -3.886177 0.166 -0.782 -0.156 0.055
O -1.777709 0.239136 -3.357364 -0.283 1.020 1.023 -0.025
O 4.362090 0.585913 -0.201444 -0.875 0.731 0.761 0.062
O -1.591100 3.865316 -0.633656 -0.237 -1.272 -0.822 -0.042
O 2.039298 -1.266581 -0.726229 1.463 -1.159 -1.077 0.186
H -2.732335 -2.602203 1.688315 0.533 0.586 0.061 -0.068
H 2.551833 0.581969 4.393602 0.557 -0.517 0.137 0.020
H -0.612843 -3.600111 0.115654 0.284 1.180 0.934 -0.007
H -0.571347 2.363915 4.024102 -0.937 0.393 0.614 -0.001
H -1.680704 -1.918782 -2.657158 -0.056 0.547 0.931 -0.001
H -1.898979 1.560131 3.370232 -0.418 0.510 0.902 0.012
H -1.814779 -2.643833 -1.319154 -0.082 -0.033 0.095 -0.062
H -1.160185 0.645294 -2.724435 0.739 -0.397 -0.100 0.039
H 1.609670 -0.844722 -1.470549 -0.352 0.442 0.353 -0.061
H 1.336703 1.263740 -4.003551 0.194 0.307 0.085 -0.019
H 1.828365 -0.863012 0.112326 -1.311 0.634 0.365 0.031
H -1.407686 4.134504 -1.546935 0.016 0.123 0.335 -0.013
H -0.098935 0.823029 -3.958631 0.111 0.713 -0.388 -0.011
H -0.688928 0.270947 0.514541 -0.313 0.682 0.238 -0.060
H -1.533829 1.627697 0.771616 0.372 -0.542 0.774 -0.117
H 0.700628 -2.943257 -0.301488 -1.806 1.237 1.968 0.064
H 1.321083 0.339118 3.687937 -0.069 -0.733 -0.387 -0.001
H -1.959677 -1.932486 0.368056 -1.489 -1.163 1.760 0.086
H -2.507453 0.516227 -2.780460 -0.897 -0.648 -0.624 0.004
H 0.192108 -0.824921 1.986611 -0.043 -0.417 0.168 0.043
H -1.663553 2.878632 -0.746349 0.325 1.205 0.374 -0.058
H 1.742289 -0.995698 2.006809 -0.122 -0.159 0.628 -0.072
H 3.855373 1.267061 0.291747 0.745 -0.229 -0.391 -0.035
H 3.674278 -0.093789 -0.222058 0.198 -0.497 -0.519 0.031
```
Forces are in eV/Å.

Its frontier orbital gap (spin up / spin down) is 2.497 / 10.631 eV. The calculation puts the energy above the lowest of the compared OMol25 structures with the same formula, charge and spin at 62.39 kcal per mole. The spin multiplicity is 2. As for the net charge: -1.


3.
DFT (the ωB97M-V functional and the def2-TZVPD basis) results for an isolated molecule of C5H10ClPS at a distorted geometry.

The geometry in XYZ format:
```
18
Properties=species:S:1:pos:R:3:forces:R:3:lowdin_charge:R:1
Cl 3.163452 0.706593 1.134599 0.491 0.135 0.570 0.322
S 0.710715 1.449014 -0.986166 0.783 -0.750 -0.074 0.605
P 2.215352 -0.115034 -0.391080 -2.858 -2.861 -1.353 0.241
C -0.393631 1.034421 0.380085 -3.126 -1.446 -1.324 -0.741
C -0.642585 -0.522142 0.393387 -0.041 -0.704 1.442 -0.310
C -1.785439 1.837278 0.367119 4.696 2.125 -0.103 -0.091
C 3.292130 -1.049129 -1.385061 0.593 2.783 3.080 -0.329
C 0.671952 -1.305252 0.444782 0.862 2.237 -2.315 -0.260
H 3.091881 -1.287922 -2.389077 -0.517 -0.276 -1.032 -0.047
H 4.273229 -0.535212 -1.178557 -0.672 -0.781 -0.587 -0.025
H 0.486874 -2.091472 -0.302491 1.165 -0.365 0.850 0.076
H 0.112305 1.300980 1.237367 1.023 0.556 2.095 0.038
H -2.218573 1.658256 1.326393 -0.876 -0.099 0.231 0.061
H -2.295906 1.647294 -0.530622 -1.197 -0.607 -0.760 0.043
H -1.098413 -0.985702 1.385764 -0.085 1.698 -1.944 0.146
H 0.922508 -1.516530 1.471951 0.548 -0.624 -0.086 0.058
H -1.425605 2.950329 0.278279 -1.042 -1.797 0.440 0.100
H -1.221357 -0.889419 -0.495304 0.254 0.776 0.868 0.113
```
Forces are in eV/Å.

Its frontier orbital gap is 8.402 eV. The calculation puts the energy above the lowest of the compared OMol25 structures with the same formula, charge and spin at 54.35 kcal per mole. As for the SMILES: C=[P@]1(Cl)CC[C@H](C)S1.


4.
DFT (the ωB97M-V functional and the def2-TZVPD basis) results for a structure of composition C51H45CuN2O2P2SSe at a distorted geometry.

The geometry in XYZ format:
```
105
Properties=species:S:1:pos:R:3:forces:R:3:mulliken_spin:R:1
Se -4.346535 -1.077750 -2.746169 0.032 0.219 0.188 0.887
Cu 0.046966 0.317263 0.465555 -0.314 0.294 -0.038 0.010
S -1.133541 -2.270908 -0.637457 0.420 -1.320 -0.887 -0.024
P 2.157557 -0.028005 -0.204105 -0.060 0.741 -0.251 0.000
P -1.023477 2.372257 -0.142544 0.603 0.688 -0.909 -0.005
O 1.822036 2.739531 -0.629139 0.672 1.125 0.195 -0.001
O 0.062656 0.437794 2.747005 -0.259 -1.003 0.228 0.000
N -1.349279 -1.224077 0.493357 -0.381 0.151 1.498 -0.004
N -5.192309 0.216114 -0.182324 0.841 -1.200 -2.312 0.201
C 2.742023 -1.479234 1.989956 -0.261 -0.201 -0.477 0.000
C -3.438108 3.178582 3.666002 -0.197 -1.403 -1.105 0.000
C -4.331575 2.562517 -2.588506 -0.176 -0.444 0.159 0.017
C 4.017108 -3.504216 2.192074 -0.459 -0.259 -0.838 0.000
C -2.605233 -4.273591 -1.794212 1.983 0.439 -1.442 -0.008
C -0.891382 5.191334 -0.613440 -0.048 -1.487 -0.155 -0.003
C -0.297123 6.354232 -0.985999 0.864 0.948 -0.656 0.000
C 4.786936 3.364257 1.450051 0.602 0.823 0.163 0.000
C -2.485675 2.119885 -3.990263 1.005 -1.048 0.018 -0.001
C 2.485470 -0.863725 -4.744361 -0.885 -1.266 -0.345 0.000
C -0.159117 -0.683983 3.675163 0.304 1.405 0.354 0.000
C 2.316798 -0.312258 -1.988494 1.617 -0.763 -0.122 -0.001
C 3.601994 3.647400 0.816565 0.169 -2.331 -0.827 0.000
C -2.405707 4.027848 3.365970 -0.239 0.871 0.865 0.000
C 0.060488 -3.587488 -0.211679 -0.449 0.007 1.006 -0.004
C -1.684112 3.825085 2.215947 0.950 1.380 -1.414 0.000
C 1.197162 -0.664106 -2.714852 -0.277 0.635 -0.165 0.007
C 1.054916 6.318782 -1.345171 0.125 -0.161 0.644 0.000
C 1.266119 -0.936257 -4.054368 0.212 0.470 -1.547 0.000
C 1.601609 -5.825276 0.311210 -0.571 0.654 0.337 0.000
C 0.060397 -0.202029 5.124272 -0.442 -0.178 -0.737 0.000
C 2.851725 -1.476536 0.568945 0.001 -0.173 2.007 0.001
C 1.817053 5.166821 -1.191680 -0.593 -0.077 -0.092 0.000
C -4.792312 -3.972247 -0.173271 -0.470 -0.121 0.521 -0.007
C 2.930893 2.580892 0.187912 0.002 0.886 -0.251 0.000
C 3.371807 1.269173 0.309615 -0.242 -0.468 0.014 0.000
C 4.103191 -3.520717 0.813165 0.225 0.691 -0.582 0.000
C -3.524675 2.570363 -1.473023 0.670 0.391 -0.274 -0.025
C 4.571936 1.020481 0.992847 -0.874 0.449 -0.255 0.000
C 0.165142 -4.066466 1.108461 -0.440 1.250 -0.582 0.004
C -0.169715 3.976633 -0.517222 0.323 0.312 0.250 0.002
C -4.832061 -0.267481 -1.199480 -0.919 0.849 2.191 -0.125
C -1.996104 2.828809 1.293211 -0.301 -0.374 0.812 0.000
C 3.492370 -2.530991 -0.008946 1.084 -0.992 0.506 0.000
C 0.920495 -5.184117 1.353463 0.353 -0.515 0.176 0.000
C 1.217756 4.002901 -0.740501 -1.611 -0.973 0.159 0.000
C -4.803867 -4.895655 -1.200122 -0.253 0.503 -0.633 -0.009
C -3.710247 2.088686 2.799181 -0.326 1.209 0.782 -0.001
C -1.646795 2.056397 -2.883525 0.506 0.969 0.223 -0.010
C -2.571271 -3.356160 -0.757241 0.007 0.339 0.152 0.042
C -2.153960 2.380717 -1.621921 -0.094 -0.683 0.854 0.024
C 3.572438 -0.439039 -2.620704 -0.834 0.458 -0.218 0.000
C 3.624152 -0.743622 -4.005339 1.210 0.854 1.654 0.000
C 5.287490 2.075792 1.510118 0.503 0.033 0.961 0.000
C 3.228580 -2.519377 2.769292 0.333 1.047 0.288 0.000
C -3.009481 1.925322 1.636149 0.765 1.096 0.788 -0.006
C 1.480917 -5.338357 -0.973582 0.586 -0.341 0.345 0.000
C -3.676394 -3.177691 0.044534 -0.219 0.355 0.478 0.030
C -3.838513 2.305198 -3.847191 -1.152 0.664 -1.309 0.009
C 0.737081 -4.213338 -1.230543 -0.767 0.830 -1.329 0.000
C -3.725163 -5.008092 -2.076158 -0.180 -0.724 0.257 0.009
H -0.306143 -3.474109 1.904818 0.077 -0.548 -0.192 0.000
H 2.840123 5.149706 -1.467488 0.819 0.107 -0.204 0.000
H -3.234458 1.128211 1.005199 -0.401 -1.260 -1.010 0.003
H -0.971233 4.634349 1.967522 -0.137 -0.868 0.023 0.000
H -0.309438 0.812213 5.267387 0.398 0.310 -0.268 0.000
H 2.559047 -1.061678 -5.829137 -0.211 0.241 0.739 0.000
H 2.244592 -6.649181 0.536945 0.143 -0.469 -0.019 0.000
H 3.131372 -2.436406 3.845184 -0.056 -0.143 0.029 0.000
H -4.532871 2.358212 -4.738559 0.981 -0.241 1.129 -0.001
H -2.216242 4.938507 3.971053 -0.051 -0.853 -0.348 0.000
H 5.354437 4.223406 1.846933 -0.253 -0.697 -0.036 0.000
H -1.710932 -4.316028 -2.480807 -1.071 -0.138 0.812 -0.009
H -5.726382 -5.378089 -1.435113 -0.372 -0.593 0.055 -0.002
H 6.185852 1.908521 2.101487 -0.053 -0.124 -0.344 0.000
H 3.642309 -2.523165 -1.072151 0.034 -0.323 -0.340 0.000
H -4.075226 3.333595 4.494909 -0.441 0.171 0.838 0.000
H -3.958827 2.759188 -0.509828 -0.104 0.041 0.227 0.010
H 1.566730 7.199800 -1.679965 0.017 0.350 -0.197 0.000
H 2.020249 -5.808181 -1.764229 0.252 -0.274 -0.488 0.000
H -3.752215 -2.397106 0.800150 0.333 -0.121 -0.130 -0.003
H 0.227552 -0.567177 -2.291971 -0.662 -0.105 0.539 -0.006
H 4.447385 -0.187355 -2.012243 -0.020 -0.312 -0.531 0.000
H 2.258785 -0.623741 2.457851 0.043 -0.161 0.017 0.000
H -0.559727 1.933747 -3.024084 -0.594 -0.158 0.074 0.001
H 4.590499 -0.806664 -4.473471 0.225 0.043 -0.159 0.000
H 4.539050 -4.281489 2.738061 -0.152 0.198 0.241 0.000
H -0.881554 7.278716 -1.070606 0.331 -0.436 0.016 0.000
H -0.223019 1.264234 3.140740 -0.262 0.140 0.183 0.000
H 0.632029 -3.824404 -2.263826 0.214 -0.278 0.696 -0.001
H 0.983485 -5.588201 2.358068 0.104 0.141 -0.029 0.000
H -4.569045 1.469978 2.972821 -0.173 -0.346 0.269 0.001
H -2.040723 1.870541 -4.935597 -0.039 0.170 -0.458 -0.002
H 0.570307 -1.394568 3.330995 0.286 -0.471 0.240 0.000
H -1.132769 -1.161335 3.583424 -0.368 0.430 -0.328 0.000
H -3.723522 -5.703404 -2.926119 -0.155 0.399 0.442 0.001
H 0.358846 -1.070531 -4.632876 -0.054 -0.138 0.149 0.000
H -5.375277 2.645957 -2.440904 -0.989 0.323 0.040 0.000
H -0.518272 -0.721417 5.851268 -0.689 -0.960 0.310 0.000
H -5.670931 -3.851483 0.480306 0.477 -0.062 -0.474 0.000
H 4.793196 -4.228042 0.380666 -0.207 -0.255 -0.363 0.000
H -1.632241 -1.650006 1.397113 0.224 0.398 -0.685 -0.001
H -1.955703 5.209012 -0.494428 -0.470 -0.278 0.332 0.000
H 1.066515 -0.340118 5.455210 0.835 0.443 -0.007 0.000
H 4.871414 0.012826 1.177819 0.300 -0.498 -0.060 0.000
H 3.333465 4.634894 0.671036 -0.785 1.675 -0.047 0.000
```
Forces are in eV/Å.

Its frontier orbital gap (spin up / spin down) is 8.241 / 4.949 eV. The calculation puts the energy above the lowest of the compared OMol25 structures with the same formula, charge and spin at 5.53 kcal per mole. The spin multiplicity is 2. As for the net charge: +1.